[1]
Molecular formula: C51H54N4P2PtSb
Method: DFT, ωB97M-V/def2-TZVPD

Its electronic energy is -3236.2397 Eh. Its expectation value of S² is 6.08. For the molecular weight, the calculation gives 1101.8 Da. As for the frontier orbital gap (spin up / spin down): 6.675 / 5.205 eV. The relative energy (zero: lowest compared OMol25 entry of this formula, charge and spin) comes out at 55.1 kJ/mol.

The geometry in ORCA input format:
```
! RIJCOSX wB97M-V def2-TZVPD def2/J DEFGRID3
* xyz 3 5
C 3.10 0.90 -1.30
H -1.30 -0.15 -6.23
C 3.60 2.02 1.32
H -4.63 4.13 -1.03
H 1.34 -4.04 -2.66
H -3.61 1.20 2.00
Sb -2.49 -1.56 0.69
P -0.30 2.30 0.23
C -1.06 3.24 4.67
C 1.96 -2.35 -0.46
H -1.25 3.47 5.72
H 6.38 3.39 3.61
C 1.73 -1.72 3.68
C -3.22 -2.61 -2.11
H -1.20 -4.15 -0.76
C -0.79 4.55 -1.34
H 0.87 -4.24 -5.06
H -0.75 -3.34 2.92
C -1.46 2.02 4.15
H -3.95 -2.69 -2.93
H 4.83 -4.19 -0.55
C 0.92 -3.19 -3.18
H 3.31 0.50 2.82
C 0.02 -2.30 -5.22
H 5.74 -0.97 -2.33
N -0.60 0.06 -2.44
H -4.65 -2.26 -0.53
C -1.73 -3.76 2.69
C -4.91 -2.04 2.37
C -1.65 5.48 -1.92
H -3.68 6.06 -2.25
C -0.13 -1.00 -3.16
H 3.20 -3.12 -2.03
H 2.80 1.10 -4.67
C -3.56 4.24 -1.12
C -1.10 -0.08 -5.17
C 5.32 3.64 1.76
H 4.62 -3.98 1.90
H -3.17 -1.03 3.18
C -0.58 2.66 1.99
C 3.19 0.80 -3.70
C -3.82 -0.97 2.31
P 2.32 1.41 0.23
H 3.43 -2.99 3.88
H 1.61 -1.53 4.74
C 4.85 -0.36 -2.38
H 4.81 -0.34 -4.53
N 1.32 2.74 -0.10
H 1.65 3.66 0.18
C -3.02 5.33 -1.81
C 5.60 3.00 2.97
H 0.28 4.67 -1.46
H -5.53 -1.84 3.25
H -0.13 5.14 4.27
H -3.01 -3.63 -1.78
C 3.05 -3.05 -0.97
C 2.73 -2.52 3.20
H 4.66 -0.19 -0.25
C -0.39 -1.12 -4.53
H -2.31 -2.18 -2.53
C 2.57 1.25 -2.54
H -0.96 -5.34 0.52
H 4.14 3.64 -0.02
H 5.12 1.37 4.28
C -1.28 1.00 -3.06
H -1.69 -4.82 2.95
N 0.94 -1.77 -1.18
H -5.09 0.50 1.32
C 3.88 1.38 2.52
C -2.06 -3.62 1.20
C -0.20 3.90 2.52
H -3.04 -4.06 0.99
C -3.81 -1.74 -1.01
C -1.54 0.98 -4.43
C -1.21 1.73 2.81
C -4.26 -0.36 -1.50
H -5.57 -2.00 1.50
C 0.62 -3.32 -4.54
H -5.03 -0.49 -2.27
H -3.43 0.18 -1.96
C 2.85 -2.72 1.81
C -4.38 0.44 2.14
C 4.32 -0.01 -3.62
C 4.32 3.16 0.93
C -1.00 -4.27 0.31
H -4.93 0.71 3.05
C 0.86 -1.10 2.76
Pt 0.11 0.01 -0.22
C 4.00 -3.64 -0.12
C 1.92 -2.11 0.97
H 5.88 4.52 1.47
H 0.26 4.65 1.89
H 0.10 -0.41 3.10
H -2.47 -3.30 3.34
C -2.71 3.31 -0.53
H -3.12 2.47 0.02
C -1.32 3.47 -0.64
C -0.43 4.18 3.86
H -0.01 -3.86 0.52
C 3.89 -3.51 1.24
N 0.95 -1.29 1.46
H -4.68 0.25 -0.71
C 0.63 -2.02 -2.48
H -4.53 -3.06 2.48
C 4.24 0.08 -1.22
H -1.97 1.30 4.78
H -1.24 6.33 -2.46
H -2.10 1.79 -4.89
H -1.52 0.78 2.39
H -0.20 -2.39 -6.28
H 1.71 1.90 -2.60
H -1.65 1.82 -2.45
C 4.89 1.87 3.34
*
```

---

[2]
Molecular formula: C51H55AsBr4N6O5Ti
Method: DFT, ωB97M-V/def2-TZVPD

Its electronic energy is -16062.7176 Eh. Its expectation value of S² is 2.03. For the molecular weight, the calculation gives 1274.4 Da. As for the frontier orbital gap (spin up / spin down): 5.456 / 6.247 eV. The relative energy (zero: lowest compared OMol25 entry of this formula, charge and spin) comes out at 0.0 kJ/mol.

The geometry in ORCA input format:
```
! RIJCOSX wB97M-V def2-TZVPD def2/J DEFGRID3
* xyz -2 3
H 4.87 0.00 0.52
C 4.13 -2.16 -1.30
H 0.33 -3.72 -0.79
H -0.24 -6.49 -1.96
C -3.49 -5.75 0.53
H -4.19 -6.55 0.37
C -4.32 -0.94 -1.19
C -2.93 -1.13 -1.00
N -0.96 -1.87 -1.87
H -4.30 2.68 3.21
C 0.63 1.43 -4.69
C -0.38 4.46 -0.85
H -1.73 6.71 -0.34
H -4.69 -4.78 2.00
H -2.40 0.80 1.60
O 1.50 3.16 1.27
C -2.29 -5.71 -0.17
H 1.00 -4.98 1.24
O 1.97 0.42 -0.94
C 3.62 -2.99 1.52
H -2.06 -6.50 -0.86
C 0.20 0.93 -2.35
C -1.09 -2.46 -4.26
N -2.30 -0.52 0.03
H -6.06 0.10 -0.53
N -0.82 -2.52 1.08
C 2.47 1.20 -3.15
As 3.09 -1.64 0.23
C -2.75 5.44 2.61
H 3.31 -2.68 2.52
C -2.81 -3.22 4.11
Br -0.04 1.69 -6.44
C -3.21 -2.68 2.74
H -1.01 -2.89 -6.35
H 1.59 -2.01 -2.27
C 1.61 1.17 3.25
C -4.68 -2.27 2.75
H 4.09 -1.38 -2.07
C -2.12 4.21 2.56
C 0.54 2.39 1.45
O 1.49 -1.97 -0.12
H 3.11 -3.92 1.28
H -1.54 3.02 5.77
C -2.98 0.30 0.84
H -5.31 -3.08 3.14
H -1.76 -3.51 4.14
H -4.82 -1.40 3.39
H -5.03 -2.02 1.75
H 0.69 6.35 -0.88
H 4.70 -3.12 1.48
C -3.74 2.98 4.09
C -1.49 3.74 4.95
H -0.61 4.40 -3.00
H 1.46 -2.87 -6.47
Ti -0.21 -0.79 -0.16
C -1.83 6.00 0.48
C 1.28 -1.13 3.68
C -2.27 3.25 3.73
H 5.16 -2.34 -0.99
C -1.32 3.85 1.45
C -0.04 -2.55 2.15
H -2.17 -2.42 -4.21
C 0.97 -5.45 0.25
H 3.97 -0.19 2.06
C 1.82 0.09 4.07
H -1.47 5.74 -2.24
H -0.11 3.40 -0.81
C 1.61 0.84 -2.10
H 3.31 0.83 0.73
C 1.99 1.47 -4.44
Br 4.32 1.26 -2.73
H -3.35 5.71 3.47
H -0.44 3.90 4.69
C -0.43 -2.71 -5.45
C -0.03 -4.74 -0.66
H 0.68 -6.50 0.39
H -3.10 7.32 1.61
C -1.38 -4.67 0.02
N -0.75 2.58 1.49
H 1.98 -5.43 -0.19
C 0.92 5.28 -0.90
C 0.96 -2.71 -5.52
C 3.89 -0.05 0.98
H -4.21 3.88 4.51
C -0.36 -2.21 -3.09
C -2.88 -3.69 1.65
Br -2.12 1.01 -3.92
O 0.17 -3.49 2.94
H -4.79 -1.45 -2.02
H 0.89 -5.26 -2.55
C -5.00 -0.08 -0.37
C -1.19 4.69 -2.12
H -3.42 -4.10 4.35
C 1.68 -2.46 -4.36
C -1.69 -3.63 0.91
C -2.61 6.35 1.57
C -0.07 -5.41 -2.04
H -2.10 4.09 -2.11
C 1.04 -2.22 -3.16
C -1.19 4.77 0.39
C 0.60 -1.22 2.49
H -3.81 2.18 4.83
H -2.99 -2.47 4.89
N -2.28 -1.84 -1.95
H 2.37 0.18 4.99
C -3.77 -4.75 1.44
H 1.47 5.06 -1.82
H -1.82 2.30 3.41
C -0.26 1.17 -3.63
H 3.69 -3.08 -1.68
N 0.39 -0.15 1.67
H 1.36 -2.03 4.27
H 1.55 5.02 -0.05
C -4.32 0.57 0.67
H -1.89 4.69 5.31
H -2.61 -1.79 2.54
H -4.82 1.27 1.32
O -0.58 0.69 -1.31
H -0.85 -4.98 -2.67
C 0.87 1.04 2.08
H 2.00 2.15 3.48
Br 3.22 1.82 -5.84
H 2.77 -2.43 -4.40
*
```